The following is a quantum chemistry calculation of a molecular structure, C16H32AsF18N6O12S4, from the OMol25 dataset.

Positions of all 89 atoms, in Å:
As 10.94549 10.91999 12.57078
S 8.91044 14.88815 9.52234
S 7.60559 8.29235 18.52070
S 11.01395 14.84703 10.99256
S 7.16042 10.29626 16.96076
F 13.21719 15.38320 12.32468
F 7.92716 9.50309 14.55008
F 9.94852 9.43773 12.31440
F 5.83379 8.72553 15.26262
F 9.02404 15.82153 7.03976
F 6.93687 15.36274 7.63610
F 8.64331 6.27412 19.91152
F 6.09693 10.78559 14.55858
F 11.91462 12.35735 12.97816
F 8.71682 6.03831 17.76198
F 9.95321 11.30596 14.01458
F 10.09268 7.32812 18.78290
F 13.14369 16.43824 10.41282
F 9.67122 11.90107 11.66636
F 12.05200 9.87685 13.51620
F 8.09248 17.17709 8.42294
F 12.07273 17.08065 12.16130
F 11.81638 10.69238 11.02352
O 15.80638 14.52991 13.50434
O 7.04587 16.02797 15.20882
O 7.91341 15.01998 10.57652
O 6.40299 7.55434 18.09771
O 11.02028 9.73052 6.97762
O 11.67477 13.60152 10.62082
O 7.64173 9.09712 19.74719
O 7.84034 11.60057 16.88280
O 5.86736 10.43763 17.61373
O 9.25435 13.48256 9.15310
O 10.13131 14.83623 12.16672
O 12.13299 7.59110 16.07304
N 10.58071 9.40481 16.14262
N 11.08877 11.40064 8.67430
N 10.42536 15.63312 9.75648
N 7.25565 14.67858 13.27058
N 8.24244 8.98602 17.39009
N 15.69584 14.38223 15.96114
C 7.35622 15.98157 14.02652
C 7.49392 17.20346 13.07120
C 12.49167 16.02645 11.48194
C 10.60586 10.08240 8.08255
C 8.85579 6.81271 18.81634
C 14.74931 12.55672 14.48204
C 6.72288 9.76019 15.17758
C 10.97142 7.99723 15.76292
C 7.84999 13.46328 14.01644
C 16.44981 15.67190 15.90624
C 11.69724 12.34857 7.57794
C 11.56261 10.22837 17.01646
C 15.42187 13.93958 14.53592
C 9.39016 9.49944 8.72338
C 9.75500 7.23943 15.09132
C 8.15042 15.87932 7.97660
H 10.35460 9.87989 15.28048
H 8.90760 13.55319 14.26436
H 16.26003 16.20251 16.83926
H 11.17043 12.18877 6.63718
H 17.50137 15.46391 15.70862
H 11.26337 11.25192 17.24206
H 10.03642 6.18877 15.16214
H 11.42916 13.32713 7.97624
H 12.40629 10.31738 16.33208
H 7.30876 18.11493 13.63958
H 6.30500 14.61560 12.93532
H 9.75237 9.13052 16.65126
H 14.48741 12.27979 13.46086
H 9.71626 7.59660 14.06222
H 10.30573 11.93864 9.01709
H 16.30066 13.72923 16.43852
H 9.03207 8.65610 8.13290
H 7.75762 14.76703 12.39862
H 11.80166 9.56064 17.84416
H 9.63107 9.08604 9.70274
H 7.78256 12.66832 13.27374
H 8.68189 10.32157 8.82602
H 8.54237 17.32273 12.79806
H 15.43699 11.80075 14.86110
H 6.91989 17.29872 12.14950
H 7.20402 13.23979 14.86548
H 12.74746 12.20234 7.32544
H 11.67713 11.20301 9.47108
H 16.06098 16.33734 15.13546
H 8.80274 7.35575 15.60878
H 13.90593 12.52785 15.17196
H 14.83446 14.50081 16.47500

Results
* ΔE to the lowest compared entry with this formula, charge and spin: 102.7 kcal/mol
* multiplicity: 1
* net charge: +1